This record from the Open Molecules 2025 dataset describes 4 unconnected molecules or ions with the total composition C2H11NO4 at a distorted geometry. The level of theory is the ωB97M-V functional and the def2-TZVPD basis.

Structure (XYZ):
```
18
Properties=species:S:1:pos:R:3:mulliken_charge:R:1
C -0.4553 0.3224 2.3765 -0.03
N -0.1728 -0.9785 2.3143 0.10
C -1.0175 -2.0365 2.8205 -0.78
O -0.2801 1.1631 1.5023 -0.31
H -0.9928 0.5090 3.2626 0.45
H 0.5953 -1.0628 1.6094 0.37
H -0.8083 -2.9625 2.3052 0.37
H -0.7927 -2.2691 3.7748 0.37
H -1.9533 -1.6261 2.6209 0.39
H -0.5534 1.1391 -1.6187 0.28
H 0.3984 1.9193 -2.5846 0.32
O -0.0520 1.0829 -2.4029 -0.60
H 1.6170 1.7099 0.5652 0.27
H 2.7774 2.4919 0.5088 0.37
O 2.3993 1.6412 0.0573 -0.58
H -0.2615 -0.5893 -4.8564 0.31
H -0.4480 -1.6534 -5.9892 0.34
O -0.7587 -1.4461 -5.0291 -0.65
```

Largest force on an atom   4.21 eV Å⁻¹
Kohn-Sham gap (spin up / spin down)   7.709 / 2.772 eV
Net charge   +1
Spin multiplicity   2
LUMO energy (spin up / spin down)   -0.1912 / -0.3726 Eh
ΔE to the lowest compared entry with this formula, charge and spin   75.51 kcal/mol
Energy   -438.09569 a.u.
E_HOMO (spin up / spin down)   -0.475 / -0.475 Ha
Expectation value of S²   0.782